(1)
The following is a DFT calculation (ωB97M-V/def2-TZVPD) of a structure of composition C15H40O5 at a distorted geometry.

The geometry in XYZ format:
```
60
Properties=species:S:1:pos:R:3:mulliken_charge:R:1
H -0.489 -2.940 -1.858 0.213
C -2.508 3.155 0.072 -1.152
H 1.277 -1.749 0.021 0.191
H 2.065 -0.287 3.151 0.383
C 0.993 -0.089 3.163 -1.644
C 3.485 0.204 0.305 -1.084
C 3.301 -0.078 -1.189 0.733
H 0.757 -3.018 1.784 0.346
H -2.053 1.120 -0.999 0.613
H 2.690 0.666 -3.065 0.530
C 0.363 -1.136 2.250 2.636
C -3.639 4.097 0.092 0.457
H 1.764 -4.501 1.393 0.436
H -0.377 0.865 -3.151 0.484
H 1.441 -0.529 -1.233 0.282
H -1.349 -3.589 -0.411 0.239
H 3.718 -0.643 0.949 0.289
H -1.652 -0.162 2.388 0.397
H 3.837 1.732 -2.205 0.461
H -1.799 0.041 0.415 0.439
H -2.539 2.555 -0.837 0.417
H -1.387 -1.584 3.359 0.460
H -0.794 1.355 0.029 0.509
H 0.809 0.980 3.060 0.258
H -0.572 -4.668 -1.504 0.480
C -1.329 0.529 -0.439 -2.250
C 0.731 -3.589 -0.205 1.422
C -3.592 5.194 -0.951 -1.346
H -4.416 5.905 -1.013 0.408
H -2.631 5.698 -1.046 0.359
O 2.251 -1.024 -1.380 -0.637
H -0.799 -1.102 -1.903 0.333
C 2.979 1.068 -2.094 -1.554
H 0.678 1.547 -1.946 0.366
H -1.722 -1.711 1.617 0.376
C -1.186 -1.147 2.380 -1.873
H 0.631 -0.889 1.223 -0.645
O -3.599 4.755 1.285 -0.555
H 0.153 -5.031 1.182 0.385
H 1.588 -3.546 -0.878 0.112
C -0.365 -0.259 -1.365 1.110
O 0.803 -2.387 0.560 -0.052
H -4.257 5.453 1.273 0.327
O 0.555 -0.778 -0.454 -1.000
H 2.528 0.602 0.642 0.113
H 0.154 -1.398 0.159 -0.185
H 1.195 0.085 -2.854 0.929
H 4.313 0.896 0.462 0.465
C -0.475 -3.679 -1.056 -1.414
H 4.187 -0.546 -1.617 0.342
H 1.369 -5.610 -0.007 0.399
H -2.320 2.634 1.010 0.397
H -3.593 4.769 -1.955 0.349
O 0.755 -2.475 2.575 -0.761
H 2.083 1.593 -1.763 0.170
H -1.540 3.644 -0.037 0.396
H -4.553 3.516 0.213 0.192
C 0.357 0.603 -2.388 -2.689
H 0.675 -0.344 4.175 0.426
C 1.050 -4.775 0.617 -1.791
```

Properties
Frontier orbital gap: 0.3514 Eh



(2)
The following is a DFT calculation (ωB97M-V/def2-TZVPD) of a cluster of 3 separate species, C15H41BN2O10P2 in total at a distorted geometry.

The geometry in XYZ format:
```
71
Properties=species:S:1:pos:R:3:mulliken_charge:R:1
H 0.942 -2.833 3.349 0.256
H 2.065 -1.148 -7.385 0.376
P -3.562 1.161 0.566 0.169
H 0.263 -0.084 -3.960 0.237
H 1.922 -2.920 7.157 0.373
C -2.200 -1.720 4.880 -0.855
O -1.241 -1.033 4.079 -0.191
H -1.623 6.692 -0.870 0.216
H 2.600 -2.813 -7.244 0.376
H -0.398 3.578 -0.653 0.315
H 3.701 -0.555 -3.858 0.250
C -3.274 5.847 0.568 -0.436
H -2.806 -1.030 5.468 0.345
H -1.459 0.687 1.930 0.125
H 3.728 -3.216 5.488 0.348
H 4.517 -1.425 -7.183 0.343
N 0.875 -1.392 6.246 -0.332
H -3.359 6.426 -1.727 0.231
H -2.338 2.256 2.537 0.280
H -0.468 0.844 4.050 0.296
H 2.359 0.371 -4.625 0.074
O 1.182 -1.449 -2.677 -0.318
C 3.894 -1.375 -6.284 -0.443
C -0.552 0.022 4.774 -0.762
C -1.975 1.700 1.574 -0.477
O -2.940 0.769 -0.974 -0.081
C 0.842 -3.705 4.002 -0.398
H 2.923 -2.670 -4.195 0.109
H 3.858 1.177 -4.201 0.335
H 2.868 -1.476 6.845 0.374
C 0.143 -0.516 -2.967 -0.531
O -0.682 4.206 -1.379 -0.471
H -1.121 0.396 5.628 0.428
H -2.860 4.829 1.005 -0.032
C 1.910 -2.915 -4.514 -0.189
H 1.435 0.477 5.498 0.402
H -1.721 -2.442 5.542 0.319
H 1.197 -1.176 -5.300 0.158
C 0.994 -2.737 -3.288 -0.780
H -3.554 1.335 -4.267 0.319
N 1.480 -2.089 -5.643 -0.333
H -2.951 6.752 1.262 0.274
O -3.223 3.595 -1.815 -0.516
H 2.948 -2.149 4.349 0.341
C 0.875 -0.404 5.167 -0.220
C 2.747 -2.841 5.176 -0.436
H 1.304 -3.470 -2.531 0.391
H -4.452 5.793 0.463 0.225
O -4.573 2.573 0.642 -0.480
H 0.027 -3.579 4.710 0.059
H -1.250 2.337 0.916 0.022
H -0.845 -0.970 -2.881 0.243
H -0.054 -2.935 -3.523 0.383
O 3.952 -0.009 -5.867 -0.439
H 0.129 -2.063 6.083 0.144
B -2.128 4.459 -1.404 0.636
O -4.040 1.482 -3.403 -0.597
H 0.215 0.300 -2.243 0.168
C 2.123 -2.148 6.407 -0.725
H -2.858 -2.277 4.208 0.241
C 3.436 0.235 -4.567 -0.412
H 0.595 -4.571 3.379 0.349
P -2.847 1.971 -2.168 0.993
C 2.490 -1.876 -6.687 -0.742
H -4.850 2.752 1.610 0.317
C -2.573 6.009 -0.932 -0.496
O 2.041 -3.992 4.707 -0.448
H 1.354 -0.788 4.265 0.120
O -1.445 1.748 -2.941 -0.565
H 1.897 -3.966 -4.823 0.406
H 4.388 -2.023 -5.550 0.341
```

Properties
SMILES string: CCB(O)O[P@](=O)(O)OP(C)O.COCCNCCOC.COCCNCCOC
Frontier orbital gap: 0.3049 Eh



(3)
The following is a DFT calculation (ωB97M-V/def2-TZVPD) of a cluster of 3 separate species, C15H41N6O5P3S in total at a distorted geometry.

The geometry in XYZ format:
```
71
Properties=species:S:1:pos:R:3:mulliken_charge:R:1
C -1.026 1.659 -1.442 -1.155
O 6.446 -0.407 4.175 -0.322
N -0.052 2.509 -2.146 0.266
H 2.588 1.008 -5.358 0.382
H 4.620 3.597 -0.901 0.350
C -0.416 3.893 -1.867 -1.115
H -5.183 -0.089 -0.043 0.353
C -5.552 -1.055 -0.394 -1.100
H -1.862 -4.736 1.231 0.308
H -6.603 -1.126 -0.098 0.341
C -2.267 -4.582 0.223 -0.892
S 2.323 0.283 2.288 -0.377
H 1.840 4.989 -2.588 0.193
H -1.615 -0.981 2.399 0.400
H -2.032 1.802 -1.847 0.442
C 4.358 0.577 4.789 -0.003
P 1.593 1.946 -1.993 0.813
C 5.582 0.714 3.748 -0.220
H -3.270 -0.620 2.925 0.371
H -0.566 -1.969 -0.924 0.147
H -4.343 -4.131 2.175 0.248
C 0.894 2.832 -4.672 -0.918
C -2.529 -1.420 2.816 -1.183
H -1.726 -5.254 -0.452 0.375
H 1.288 2.798 -5.693 0.396
H -3.822 -3.406 3.652 0.400
H 3.384 5.219 -1.855 0.378
H -4.825 -3.612 -1.387 0.300
H 6.169 1.607 4.148 0.273
H -0.092 2.363 -4.683 0.297
O 5.385 -2.553 4.591 -0.454
O -3.055 -1.232 -1.151 -0.793
H 1.630 0.408 4.967 0.098
H 5.365 0.657 2.627 0.187
N -3.031 -2.490 1.929 0.031
H -1.503 4.017 -1.816 0.365
H -6.373 -3.339 -0.570 0.384
H 0.791 3.898 -4.460 0.243
H 3.286 4.374 -3.403 0.317
C -0.712 -2.906 -0.379 -1.014
N 2.679 3.248 -1.699 0.154
N 1.823 2.194 -3.748 -0.025
H -0.784 0.600 -1.551 0.145
H 0.008 4.250 -0.921 0.329
H -5.515 -1.051 -1.492 0.335
C -4.119 -3.162 2.627 -0.956
H -2.270 -1.802 3.808 0.371
H 4.309 1.551 5.405 0.372
H 3.022 0.444 -3.751 0.361
C 4.026 2.794 -1.349 -1.100
P -3.060 -1.843 0.264 0.935
H -0.226 -2.804 0.599 0.383
H 2.732 -1.558 4.391 0.107
P 2.699 -0.132 4.151 0.130
H 3.988 1.986 -0.613 0.280
H -0.192 -3.682 -0.948 0.356
O 1.399 1.643 -0.495 -0.678
H -5.166 -4.251 0.241 0.253
H 4.558 2.419 -2.234 0.316
C 2.213 0.896 -4.336 -1.173
C 5.539 -1.341 4.788 0.551
C -5.290 -3.394 -0.418 -1.073
N -4.774 -2.167 0.177 0.100
H -0.118 4.564 -2.671 0.269
H -1.065 1.886 -0.367 0.341
N -2.138 -3.209 -0.229 0.136
C 2.794 4.497 -2.430 -0.884
O 4.792 -0.508 5.697 -0.348
H 1.368 0.198 -4.342 0.386
H -3.290 -4.944 0.205 0.217
H -5.031 -2.564 2.681 0.300
```

Properties
SMILES string: O=C1OC[C@@H]([PH2]=S)O1.CN(C)P(=O)(N(C)C)N(C)C.CN(C)P(=O)(N(C)C)N(C)C
Frontier orbital gap: 0.2497 Eh



(4)
The following is a DFT calculation (ωB97M-V/def2-TZVPD) of a structure of composition C15H41O6V at a distorted geometry.

The geometry in XYZ format:
```
63
Properties=species:S:1:pos:R:3:mulliken_charge:R:1
H 2.616 -2.329 1.013 0.102
H 4.111 -2.744 2.912 0.424
H -5.691 -0.431 2.192 0.414
H 1.749 2.608 -4.186 0.412
O 2.073 -0.418 1.640 -0.535
H 4.135 3.152 2.894 0.469
H -0.823 -3.111 -0.453 0.155
H -0.142 -2.427 -3.312 0.328
C -0.778 -3.360 -1.517 -1.062
H 0.666 3.670 -1.973 0.271
O 1.440 2.217 1.086 -0.086
H 2.814 1.959 3.161 0.367
H 1.721 -3.521 3.027 0.427
O -0.094 -1.051 -1.845 -0.538
O -0.613 -0.051 0.749 -1.119
H -0.422 -0.968 0.920 -0.132
H 4.478 -1.058 2.264 0.329
H 1.116 -0.377 1.418 0.010
O 0.064 1.795 -1.436 0.067
H 1.784 1.308 1.248 0.500
H 0.089 -4.015 -1.634 0.302
V -0.741 1.998 0.599 1.071
H -2.694 -1.297 -2.192 0.142
H -0.865 1.902 -3.948 0.308
H -5.628 -2.586 1.160 0.433
C 3.750 -1.739 2.710 -1.480
H 1.156 -2.027 3.648 0.337
C -4.599 -0.453 2.179 -1.410
C 1.389 -2.537 2.704 -1.276
H 3.636 -1.296 3.710 0.346
C 0.443 2.731 -2.480 0.445
H 1.974 3.999 2.063 0.319
H 0.437 -2.613 2.170 0.244
H -1.629 -4.025 -1.676 0.354
C -2.133 -1.777 -3.004 -1.221
C 1.679 2.174 -3.183 -1.104
H 2.379 4.481 -0.215 0.263
C -0.713 2.874 -3.470 -1.301
H 1.525 1.111 -3.384 0.249
H -2.106 -1.301 1.127 0.396
C 3.435 2.467 2.424 -1.440
H -0.537 3.589 -4.268 0.407
C 3.083 3.800 0.266 -1.151
C -0.743 -2.150 -2.447 0.563
H -1.612 3.111 -2.898 0.302
H -2.059 -1.233 -3.939 0.327
H -5.834 -1.589 -0.252 0.369
H -2.768 -2.659 -3.128 0.427
H 2.639 2.399 -2.726 0.210
H -4.570 -2.898 -0.258 0.354
H 3.988 1.721 1.852 0.302
H -3.814 -0.369 0.227 0.004
C -4.072 -1.175 0.936 1.066
O -2.863 -1.895 1.112 -0.584
C 2.441 3.186 1.499 0.393
H -4.221 -0.974 3.061 0.335
H 3.932 4.407 0.586 0.473
H -4.340 0.607 2.259 0.279
H -0.004 0.910 -1.868 0.357
C -5.090 -2.142 0.319 -1.540
H -0.439 -0.860 -0.957 0.345
C 2.459 -1.749 1.933 0.811
H 3.438 3.031 -0.418 0.172
```

Properties
2S+1: 4
Net charge: +1
⟨S²⟩: 3.7537
Frontier orbital gap (alpha / beta): 0.2822 / 0.2832 Eh